(1)
The following is a DFT calculation (the ωB97M-V functional and the def2-TZVPD basis) of C24H24CrF9NO2P2 as an isolated structure at a distorted geometry.

The geometry in XYZ format:
```
63
Properties=species:S:1:pos:R:3:forces:R:3
Cr -0.39582 0.12956 0.99378 1.481 -0.457 -0.396
P -2.72085 0.49443 0.23466 -0.974 0.487 -0.749
P -0.43659 -2.24823 0.44585 0.297 -1.053 -0.476
F 0.94902 2.69169 1.91445 0.593 -0.434 0.070
F 2.93662 2.81195 1.04564 -0.450 -0.328 0.809
F 2.93839 0.54609 4.52881 -1.119 -0.241 -0.704
F 1.54495 -0.95006 3.72204 0.400 0.989 -0.103
F 2.70625 2.86327 3.23448 -0.410 -0.336 -1.255
F 3.88705 -1.12670 1.89119 -0.119 1.177 0.275
F 4.08752 0.53713 0.51111 -0.122 -0.125 1.071
F 0.85364 1.09738 4.01859 0.839 -0.586 -0.100
F 4.78183 0.76968 2.58924 -0.815 -0.457 -0.732
O 1.57007 0.07871 1.28238 -1.845 -0.051 -0.044
O -1.69950 -0.58964 3.65700 1.647 1.376 -2.567
N -0.49228 -0.36006 -2.67186 -0.873 -0.634 3.043
C -1.14128 -0.20371 2.71296 -2.063 -1.912 2.939
C 1.26402 1.45617 -1.40190 -0.940 -0.549 -0.171
C 2.34528 0.72499 2.16115 0.740 -0.296 0.548
C 2.36153 -2.52521 -2.16310 0.240 -0.067 0.656
C -3.12415 2.14964 0.89404 0.091 0.128 -0.022
C -0.00016 -2.96834 -1.24581 0.226 0.462 -0.567
C 3.06944 -0.18934 -2.27205 -0.162 -0.036 0.687
C 0.73120 -0.76175 -2.24413 -0.057 0.029 0.236
C 0.17569 1.92378 -2.27025 -0.831 0.928 -0.345
C 3.35238 -1.55809 -2.43258 -0.007 0.406 -0.499
C 2.24558 2.29554 2.08978 0.465 0.688 0.115
C -1.34725 3.53213 -3.20035 0.383 -0.009 -0.348
C 1.75424 0.18794 -1.96649 0.854 -0.620 -0.050
C -0.04127 3.19995 -2.78746 -0.105 -0.123 0.464
C 1.05983 -2.13173 -1.92228 -0.289 0.309 -0.960
C 3.81858 0.23064 1.80828 0.393 -0.032 -0.132
C -4.09012 -0.51376 0.90504 -0.002 -0.207 0.131
C 1.93785 0.34941 3.63950 0.379 -0.277 0.732
C -3.20352 0.60578 -1.59800 0.377 -0.041 -0.260
C -0.83545 0.93518 -2.48527 0.067 0.272 0.170
C -2.42650 2.67379 -2.90447 0.038 0.590 0.538
C -1.92867 -3.24201 0.79536 -0.297 0.078 0.162
C 0.79734 -3.07828 1.48810 0.266 0.071 0.234
C -2.19117 1.41884 -2.37256 0.412 -0.531 -0.878
H 0.37307 -3.99842 -1.11050 -0.359 0.369 0.075
H 0.49414 1.11291 -0.20765 2.014 1.312 -2.965
H -2.36160 -2.92409 1.74973 0.028 -0.113 -0.098
H -5.06196 -0.03543 0.71670 0.342 -0.040 -0.011
H -0.91242 -2.96688 -1.85793 0.083 -0.066 0.197
H -3.45543 3.02872 -3.01964 0.373 -0.024 0.139
H 2.63254 -3.58382 -2.06389 -0.028 0.482 0.026
H 0.43809 -3.08576 2.52406 0.134 0.003 -0.154
H -3.17124 2.08793 1.98995 0.013 0.053 -0.250
H 0.96524 -4.11240 1.15330 -0.136 0.319 0.095
H 2.02304 2.18195 -1.11400 -0.210 -0.101 0.252
H -2.68076 -3.10058 0.01140 0.166 -0.051 0.114
H 4.35392 -1.86587 -2.73434 -0.282 0.050 0.191
H 1.73595 -2.51604 1.45220 -0.130 -0.144 0.028
H 0.81350 3.89258 -2.84799 -0.714 -0.143 0.126
H -1.68894 -4.31335 0.86295 0.041 0.354 -0.084
H 3.84407 0.58781 -2.35109 -0.256 -0.580 0.252
H -4.08564 2.52083 0.51157 0.278 -0.123 0.091
H -3.96161 -0.62564 1.98806 -0.066 0.012 -0.185
H -2.32388 2.84757 0.61877 -0.226 -0.013 0.049
H -1.51727 4.48433 -3.70081 -0.067 -0.223 0.203
H -4.20620 1.06116 -1.67188 0.338 -0.226 0.175
H -4.09809 -1.51281 0.45703 -0.014 0.247 0.078
H -3.24226 -0.42146 -1.98091 -0.030 0.055 0.130
```
Forces are in eV/Å.

The value obtained for the total energy is -3759.8607 a.u. The expectation value of S² is 3.96. Its spin multiplicity is 4. The HOMO energy (alpha / beta) comes out at -10.6 / -11.1 eV. The charge is +1.

Löwdin population analysis, charges in e, atoms 1 to 4: 0.3419 0.8665 0.8945 0.1250

***

(2)
The following is a DFT calculation (the ωB97M-V functional and the def2-TZVPD basis) of a 8-piece molecular cluster, C39H99N5O13 overall at a distorted geometry.

The geometry in XYZ format:
```
156
Properties=species:S:1:pos:R:3:forces:R:3
O 2.51181 -1.31180 -34.36637 0.416 -0.479 1.254
O 5.79099 -6.40775 -36.44293 0.099 -0.065 -0.468
O 11.26953 -11.96212 -32.45666 -0.048 -0.276 -0.274
O 8.67108 -0.11126 -39.97973 -0.739 -0.726 0.122
O 13.22578 -12.79502 -37.21775 -0.066 -0.238 -0.405
O 18.84145 -11.83916 -40.16502 -0.554 0.391 -0.605
O 9.74519 -2.60785 -36.19958 -0.256 0.984 0.034
O 11.17938 -14.79421 -38.23099 -0.351 -0.031 0.063
O 7.80877 -7.15236 -32.81284 -0.863 -0.242 0.108
O 9.75694 -9.57530 -36.78630 0.152 -0.124 0.755
O 16.74750 -7.53626 -34.58672 -0.197 -0.266 0.235
O 12.03548 -9.24964 -42.06633 -0.122 0.582 -0.191
O 13.07670 -7.47732 -46.68421 0.408 -0.220 1.081
N 16.41362 -12.81063 -38.99598 -0.731 -1.285 0.203
N 7.61738 -1.37707 -37.80985 -0.063 -0.360 -0.550
N 14.45545 -7.95814 -43.79651 -0.563 -0.834 0.956
N 9.96041 -8.73583 -33.58201 -0.282 -0.053 0.405
N 4.90607 -3.00828 -35.38539 0.231 0.994 0.089
C 14.18852 -8.19669 -42.33734 1.029 0.647 -1.259
C 16.90472 -13.17354 -40.29835 0.555 -0.128 -0.261
C 16.53586 -8.90475 -34.96501 -0.094 0.642 -1.233
C 5.01275 -4.15100 -36.25866 -1.562 -1.083 0.201
C 12.75727 -12.87875 -35.89020 0.012 -0.054 -0.056
C 6.71045 -6.83966 -32.00375 -1.248 0.356 0.712
C 10.66885 -9.14122 -41.70010 0.125 -0.513 0.669
C 10.49220 -11.17139 -33.33454 -0.736 -0.232 0.135
C 9.06967 1.16038 -40.30392 0.749 1.621 0.014
C 12.77259 -8.05013 -41.85324 -0.866 0.409 0.603
C 14.97832 -12.98316 -38.83053 -0.021 1.006 0.817
C 13.33665 -7.33897 -48.03877 0.090 -0.790 -1.194
C 14.65096 -12.95037 -37.34854 -1.123 0.253 0.702
C 7.03843 -7.09716 -36.47951 -0.266 1.101 1.286
C 9.57231 -12.99561 -38.54375 -0.431 0.164 -0.277
C 20.19229 -11.70414 -39.90416 1.336 -0.757 -0.069
C 4.13983 -1.91898 -35.97709 -0.079 -0.219 0.890
C 6.86170 -1.38154 -39.07673 1.476 0.102 0.627
C 15.39552 -8.98439 -36.00010 0.898 -0.595 0.281
C 11.11565 -13.35565 -32.61780 -0.085 -0.258 -0.225
C 13.72326 -6.86838 -44.40367 -0.131 0.451 -0.233
C 10.13042 -7.39995 -32.94435 0.549 -0.980 -0.901
C 17.84752 -9.49927 -35.47672 0.974 -1.138 0.732
C 5.84398 -5.25547 -35.63428 -0.286 0.162 -0.099
C 18.41376 -13.17993 -40.29019 0.132 0.240 0.601
C 10.58623 -7.32204 -36.98594 -0.280 0.597 -0.486
C 11.24022 -13.63768 -40.37212 -1.698 0.586 -0.986
C 10.46633 -9.79752 -32.70321 0.500 0.580 -0.305
C 10.54722 -8.71193 -37.58454 0.072 -0.118 0.519
C 11.95926 -9.22239 -37.72941 1.329 -0.180 -0.489
C 10.17349 -3.84612 -36.63596 1.887 -0.600 -0.670
C 2.21118 -0.59119 -33.17239 -0.698 0.624 -1.132
C 8.97848 -7.04841 -32.05152 0.473 0.405 -0.320
C 14.01145 -6.74281 -45.88888 -0.129 0.563 -0.255
C 7.41632 -2.58659 -37.01956 -0.507 1.529 0.412
C 8.36931 -2.57900 -35.84150 0.175 -2.032 -0.005
C 3.74882 -0.91030 -34.91772 -0.578 1.106 -1.025
C 7.27420 -0.13651 -39.82652 -1.133 0.008 -0.123
C 10.34089 -14.11354 -39.20594 2.018 -0.616 0.487
H 4.48060 -0.69859 -34.13528 0.275 -0.381 -0.044
H 3.15993 -2.26566 -36.34191 0.246 -0.019 -0.511
H 18.76526 -13.70312 -39.38957 -0.145 -0.297 -0.132
H 9.47125 -11.57788 -33.43777 0.088 -0.033 0.185
H 4.46796 -3.17618 -34.48859 0.102 -0.746 -0.058
H 14.84476 -7.50333 -41.79938 -0.216 -0.025 0.171
H 9.75198 -14.95101 -39.58293 -0.517 0.371 0.191
H 12.55438 -8.64238 -38.45016 -0.378 0.110 -0.082
H 9.07983 -6.01379 -31.71073 0.108 0.008 0.343
H 16.83465 -7.03383 -35.40538 0.048 -0.005 0.097
H 11.51647 -9.55588 -32.50830 -0.065 0.002 0.142
H 13.12545 -12.01874 -35.31518 -0.045 -0.260 0.232
H 20.44592 -12.04509 -38.88987 -0.074 0.321 0.087
H 18.20445 -10.21573 -34.72276 0.003 0.010 -0.172
H 9.16584 -13.29458 -37.57801 -0.097 -0.161 -0.074
H 12.91749 -8.18307 -48.60217 -0.253 0.020 0.418
H 12.87826 -6.44909 -48.47946 0.314 0.319 0.156
H 20.53016 -10.68947 -40.09049 -0.293 0.233 0.283
H 10.26660 -6.71114 -33.77946 -0.221 0.427 0.272
H 12.63224 -6.86402 -44.25351 0.113 -0.252 -0.152
H 12.07140 -10.25820 -38.06097 -0.415 -0.040 0.124
H 16.52763 -12.53538 -41.11032 0.090 0.066 -0.038
H 6.87069 -4.87308 -35.57107 -0.130 -0.292 0.324
H 15.78909 -8.85769 -37.01273 -0.116 0.302 0.023
H 10.43505 -4.54589 -35.82841 -0.897 -0.112 0.164
H 18.68237 -8.79880 -35.53915 -0.399 0.409 -0.060
H 14.07203 -5.93653 -43.93973 0.065 -0.104 0.054
H 1.40161 -1.11017 -32.66980 0.089 -0.117 0.158
H 16.61980 -14.19958 -40.54735 -0.326 0.023 0.226
H 17.85493 -10.06668 -36.41157 -0.547 0.199 -0.062
H 8.19627 -1.76068 -35.15482 0.021 0.344 -0.173
H 14.58897 -13.91421 -39.23708 0.355 -0.100 -0.249
H 15.00433 -10.00578 -35.96295 -0.378 0.233 -0.057
H 6.92120 0.73895 -39.26876 0.222 0.084 0.121
H 10.96874 -14.18287 -41.28458 0.503 -0.376 0.204
H 8.92832 -7.73658 -31.20575 0.021 0.038 0.256
H 11.05641 -7.42121 -32.36946 0.046 0.143 0.004
H 8.18661 -3.52767 -35.29847 -0.079 0.486 0.212
H 11.66482 -12.86990 -35.90716 0.057 0.292 -0.170
H 7.38183 -3.51837 -37.60293 0.606 -0.023 -0.046
H 5.74753 -7.05766 -32.47148 0.361 0.013 -0.573
H 12.26312 -7.18379 -42.31933 0.179 -0.418 -0.261
H 11.73405 -14.15701 -37.75783 -0.006 0.129 -0.451
H 6.42096 -2.50423 -36.55528 0.896 0.086 -0.245
H 14.40971 -12.14558 -39.26889 -0.076 -0.245 -0.202
H 8.60786 1.60105 -41.19819 0.033 -0.531 -0.311
H 18.83387 -13.68502 -41.16896 0.023 0.263 -0.111
H 10.19750 -12.11507 -38.37209 0.124 -0.102 -0.044
H 7.15605 -2.23705 -39.70372 -0.430 -0.220 0.095
H 10.94862 -12.62536 -40.68660 0.348 0.137 0.410
H 6.78715 -0.08776 -40.81109 0.048 -0.081 -0.015
H 16.21228 -9.45809 -34.08690 0.076 0.362 0.296
H 10.08840 -8.37664 -42.23070 0.380 0.095 -0.092
H 10.02474 -8.70399 -38.53775 0.121 0.174 -0.250
H 15.05763 -7.05595 -46.04975 -0.313 -0.149 -0.245
H 4.72956 -1.44794 -36.75988 -0.107 0.064 -0.207
H 8.94711 -8.83921 -33.67178 0.231 -0.142 -0.232
H 7.26623 -7.44447 -35.46128 0.010 -0.495 -0.232
H 8.74831 -12.68061 -39.19362 0.022 0.050 0.140
H 3.06426 -0.41555 -32.51511 0.121 -0.350 -0.008
H 9.58516 -6.89119 -36.91156 0.255 -0.073 -0.172
H 10.19962 -10.11022 -41.87907 0.131 0.045 -0.204
H 11.19796 -6.71002 -37.65397 -0.074 0.281 0.153
H 5.80642 -1.38888 -38.81787 -0.202 -0.041 -0.404
H 13.94244 -5.68253 -46.20024 0.035 -0.229 0.197
H 5.45137 -3.91946 -37.23158 -0.302 0.229 0.227
H 9.94992 -9.80534 -31.73666 0.013 -0.311 0.023
H 12.30189 -13.67665 -40.19131 0.188 -0.109 0.229
H 10.14872 1.13286 -40.40948 0.134 0.183 -0.166
H 6.69599 -5.77788 -31.71684 0.152 -0.023 -0.175
H 14.59838 -9.19801 -42.21332 -0.290 -0.065 0.641
H 3.98548 -4.50515 -36.45319 0.225 -0.402 -0.227
H 10.05504 -9.40922 -35.87160 -0.324 -0.173 -0.082
H 11.82706 -13.82670 -31.94159 -0.127 -0.030 0.051
H 9.58661 -4.29375 -37.44266 -0.434 -0.125 0.348
H 3.56842 0.04017 -35.44810 0.185 0.087 0.171
H 10.09413 -13.70046 -32.39818 0.107 0.207 0.201
H 10.58585 -8.98060 -40.61217 0.005 0.240 -0.235
H 13.01881 -13.84186 -35.42670 0.333 0.244 0.065
H 11.01352 -7.26943 -35.98276 0.188 -0.379 -0.029
H 8.60057 -1.26619 -38.04520 -0.088 -0.070 0.121
H 14.91948 -13.85801 -36.79487 0.379 0.043 -0.263
H 6.98190 -7.89497 -37.20200 0.126 -0.139 -0.145
H 1.82905 0.39509 -33.48963 0.088 -0.063 0.350
H 14.25589 -8.86194 -44.21373 -0.201 0.388 -0.582
H 5.43576 -5.49024 -34.64080 0.348 0.084 0.100
H 16.72636 -11.92244 -38.64468 0.132 0.273 -0.316
H 14.65308 -8.23128 -35.75691 -0.289 -0.147 -0.085
H 7.82628 -6.35406 -36.66581 -0.081 -0.289 -0.548
H 11.17193 -3.73355 -37.08923 -0.239 0.426 -0.065
H 10.89039 -11.16040 -34.35660 0.272 0.165 0.109
H 12.55093 -9.11244 -36.81243 -0.408 -0.119 0.213
H 6.64248 -7.39413 -31.05198 0.591 -0.154 -0.211
H 12.74731 -7.72477 -40.79031 0.180 -0.680 -0.088
H 11.32765 -13.72318 -33.63362 0.127 0.346 0.043
H 8.81121 1.89580 -39.52594 0.142 -0.232 0.246
H 20.82624 -12.32997 -40.56048 -0.332 0.015 -0.090
H 14.40788 -7.42165 -48.25782 0.044 0.489 0.041
H 15.09630 -12.07423 -36.84860 0.295 -0.242 -0.166
```
Forces are in eV/Å.

Its structure (SMILES) is COCCNCCOC.COCCNCCOC.COCCNCCOC.COCCNCCOC.COCCNCCOC.CC(C)O.CC(C)O.CC(C)O. The value obtained for the total energy is -2796.9163 a.u. The HOMO energy comes out at -8.6 eV.

Löwdin population analysis, charges in e, atoms 1 to 4: -0.1975 -0.1748 -0.1866 -0.1730

***

(3)
The following is a DFT calculation (the ωB97M-V functional and the def2-TZVPD basis) of a 7-piece molecular cluster, C14H42O7 overall at a distorted geometry.

The geometry in XYZ format:
```
63
Properties=species:S:1:pos:R:3:forces:R:3
O -0.80841 0.81590 -0.72400 0.042 0.181 -0.550
O -1.70879 -3.58071 -4.06896 0.018 0.099 -0.031
O -0.81598 1.44163 -3.56562 -0.626 0.082 -1.096
O -2.18650 1.55756 2.02373 0.092 -0.269 -0.339
O 4.15897 -4.51514 3.75901 -0.669 0.423 -0.257
O 0.20830 2.41151 3.69346 0.342 0.258 -0.017
O 2.26665 1.25195 -3.30834 0.036 0.702 0.378
C 0.12799 -0.55572 0.87085 0.662 0.234 -0.047
C -1.53862 -2.92021 -1.78767 1.139 0.092 -0.094
C 4.57084 1.87847 -3.65517 -0.123 -0.208 -0.639
C -3.57609 1.80568 2.00305 -1.201 -0.026 0.215
C 2.42203 -4.70691 1.98865 0.723 1.210 -0.393
C -4.00078 2.19760 3.42409 0.862 0.683 -0.794
C -3.22033 0.89478 -3.53788 -0.536 0.734 0.028
C -0.54264 2.86197 4.82013 0.195 -0.241 -0.756
C -0.92007 -2.81352 -3.15643 0.206 0.086 -0.697
C 0.41644 0.13192 -0.45976 -0.614 -0.084 0.645
C 0.39323 3.40507 5.87300 -0.417 0.317 0.113
C -2.16674 1.95218 -3.78186 1.073 0.012 1.693
C 3.89286 -4.69899 2.34389 0.593 -1.222 1.464
C 3.60582 0.77455 -3.26442 -0.122 0.097 -0.346
H 4.32457 2.21227 -4.66629 0.020 0.068 0.047
H -3.22715 2.94129 3.64064 -0.156 -0.067 0.650
H -0.60712 0.95986 -4.37568 0.224 -0.044 0.230
H 1.91029 -3.78538 2.27627 -0.001 -0.166 0.377
H 5.57531 1.45359 -3.70018 0.078 0.163 0.173
H -0.22673 3.74288 6.70848 0.170 -0.220 0.194
H -4.13901 1.49621 -3.48592 -0.272 -0.616 -0.420
H -2.44833 -2.33169 -1.71822 -0.168 -0.274 0.142
H 0.15160 0.21438 1.64272 0.240 -0.225 0.222
H 3.68418 -0.03160 -3.99986 0.328 -0.174 0.259
H 4.49547 -4.00419 1.76020 -0.186 0.049 -0.130
H 0.11677 -3.18187 -3.15899 -0.152 -0.135 0.166
H -3.96586 1.39385 4.15191 0.041 -0.121 -0.054
H 4.54935 2.75236 -3.00809 -0.043 -0.143 0.215
H -1.13651 2.00717 5.16202 -0.103 0.251 0.356
H -3.24788 0.10822 -4.29085 -0.201 0.186 -0.195
H -1.93965 1.14111 1.18296 0.142 0.208 0.024
H 1.66474 0.61481 -3.68641 0.068 -0.299 0.039
H 4.23959 -5.73244 2.20630 0.210 0.267 -0.784
H 0.87297 -1.33022 1.05888 -0.030 0.066 0.304
H -1.21008 3.67545 4.51141 -0.140 -0.131 0.074
H -1.64003 -3.98053 -1.56071 -0.503 0.067 0.090
H -0.85342 -1.77076 -3.50472 -0.189 -0.014 0.202
H 1.24771 0.83556 -0.36533 -0.044 0.070 0.077
H 4.96709 -4.01318 3.86930 0.064 0.058 -0.057
H -0.77794 1.23331 -1.59877 0.185 -0.177 0.052
H 2.46255 -4.63913 0.89721 -0.541 -0.619 -0.067
H -3.16561 0.40619 -2.56557 0.513 0.156 0.076
H -3.84688 2.62279 1.32454 0.320 0.230 0.037
H 0.72157 -0.57376 -1.24050 -0.436 -0.045 -0.161
H -0.39290 2.26302 2.95247 -0.221 -0.049 0.178
H -0.87000 -0.98825 0.92761 0.025 -0.175 -0.400
H -4.14579 0.95878 1.60406 0.203 -0.295 0.238
H -2.25813 2.51409 -4.71212 0.040 -0.427 -0.260
H -4.94396 2.73713 3.47380 -0.198 -0.266 -0.162
H 1.13292 2.68045 6.20540 -0.038 -0.046 0.025
H 3.86174 0.41795 -2.26145 -0.188 -0.205 -0.049
H 0.89301 4.30612 5.51470 0.159 -0.162 -0.173
H -2.21864 2.71199 -2.99400 -0.340 -0.045 -0.098
H -0.78634 -2.53645 -1.09171 -0.319 0.159 0.174
H 1.93044 -5.59135 2.37569 -0.202 0.011 -0.156
H -1.33211 -3.49957 -4.95098 -0.032 -0.029 0.065
```
Forces are in eV/Å.

Its structure (SMILES) is CCO.CCO.CCO.CCO.CCO.CCO.CCO. The value obtained for the total energy is -1085.1791 a.u. The HOMO energy comes out at -9.5 eV.

Löwdin population analysis, charges in e, atoms 1 to 4: -0.0971 -0.0839 -0.1161 -0.0926

***

Q: Which energy above the lowest of the compared OMol25 structures with the same formula, charge and spin values were calculated for the entries above? A: 87.1 45.8 51.9, in kcal per mole.